ORCA calculation (wB97M-V/def2-TZVPD) on a structure of composition C26H28KN2OS2Te at a distorted geometry.

```
61
Properties=species:S:1:pos:R:3:forces:R:3
K -0.123110 3.720317 -0.003978 0.36 2.10 -1.59
S -1.563929 6.372177 0.726812 0.31 0.47 -0.56
C -2.402919 5.349487 1.698680 -0.31 0.11 0.46
N -2.176276 5.193330 3.005097 0.13 -0.11 -0.01
C -2.783130 4.035487 3.622557 -0.01 -0.56 0.35
C -4.070206 3.767018 2.858726 -0.24 0.13 -0.21
S -3.759758 4.387542 1.169450 0.17 -0.07 0.13
H -1.283200 5.504857 3.363702 -0.11 0.13 -0.17
H -2.973694 4.228895 4.679580 -0.06 0.00 -0.05
H -2.099271 3.186611 3.506740 -0.16 0.20 0.08
H -4.923507 4.317128 3.257734 0.06 -0.08 0.04
H -4.301701 2.706262 2.806817 0.00 -0.02 0.08
C 5.880124 -1.887072 -0.504136 -0.05 0.01 0.03
C 4.501261 -1.313911 -0.621998 -0.06 0.00 0.01
C 4.280781 -0.077209 -1.206386 0.00 -0.07 0.01
C 2.998451 0.422431 -1.380668 -0.06 0.14 -0.06
C 2.817355 1.776931 -1.997313 0.03 0.04 -0.06
C 1.905536 -0.332542 -0.964448 0.01 0.05 0.00
Te -0.076473 0.267913 -1.412597 0.27 -0.68 -1.18
N 0.031470 1.400842 0.388294 0.48 -0.90 0.01
C -0.630483 1.627027 1.470773 -0.42 -0.66 0.62
O -0.646944 2.774283 2.012402 -0.04 -0.09 1.42
C -1.422741 0.545479 2.157196 -0.08 0.00 0.01
C -2.039519 -0.468232 1.441517 0.01 0.01 -0.20
C -2.783994 -1.437292 2.086454 -0.14 -0.01 0.03
C -2.938161 -1.385711 3.462350 -0.04 -0.17 -0.03
C -2.326566 -0.376858 4.187174 -0.02 0.00 0.13
C -1.563752 0.580122 3.541558 0.03 0.07 -0.07
C -0.023540 -1.442103 -2.922142 -0.09 0.19 0.28
C 0.982959 -1.418874 -3.877095 0.06 0.19 0.08
C 0.991936 -2.314593 -4.933490 0.07 -0.04 -0.11
C 0.004101 -3.278208 -5.023052 0.04 -0.08 -0.07
C -0.976462 -3.344312 -4.050805 -0.04 -0.01 -0.06
C -1.010949 -2.424170 -3.011721 -0.08 0.16 0.25
C -2.119320 -2.487304 -1.998781 -0.04 -0.01 -0.05
C 2.110845 -1.541453 -0.307015 -0.04 -0.12 0.10
C 0.985339 -2.354851 0.253529 -0.09 0.00 -0.01
C 3.405480 -2.017115 -0.150193 0.01 0.13 -0.08
H 6.616790 -1.214974 -0.936066 0.11 0.00 -0.01
H 5.927195 -2.842172 -1.025776 0.11 -0.06 -0.01
H 6.133808 -2.061401 0.540121 0.10 -0.04 0.06
H 5.125292 0.507450 -1.545412 0.08 0.06 -0.05
H 3.778522 2.194547 -2.294656 -0.03 0.06 0.00
H 2.349361 2.445929 -1.267733 0.04 0.03 -0.15
H 2.170936 1.716121 -2.874671 0.01 0.15 0.01
H -1.930085 -0.491177 0.361906 -0.10 -0.06 0.19
H -3.255493 -2.220012 1.509441 -0.06 -0.07 -0.01
H -3.524346 -2.139081 3.967243 -0.07 -0.05 0.06
H -2.453282 -0.334992 5.260265 0.06 -0.02 0.07
H -1.065675 1.356670 4.105143 0.01 0.05 -0.02
H 1.775638 -0.683240 -3.804764 0.06 0.06 -0.02
H 1.761657 -2.256004 -5.689177 0.10 0.00 -0.04
H -0.007279 -3.976636 -5.846889 0.04 -0.08 -0.06
H -1.736805 -4.112421 -4.108811 -0.08 -0.03 0.00
H -2.822815 -3.280110 -2.248439 -0.07 0.01 0.04
H -2.660589 -1.538416 -1.972999 -0.07 -0.05 0.10
H -1.722059 -2.685654 -1.002371 -0.04 0.04 0.08
H 0.055289 -1.784962 0.226601 0.04 -0.26 0.14
H 1.195425 -2.618425 1.290171 -0.04 -0.04 0.03
H 0.857698 -3.275632 -0.317384 -0.10 -0.04 -0.02
H 3.554785 -2.967736 0.342937 0.02 -0.14 0.07
```
Positions in Å, forces in eV/Å.

Results
- Gap between HOMO and LUMO (alpha / beta): 7.11 / 7.19 eV
- Spin multiplicity: 2
- HOMO energy (alpha / beta): -7.049 / -7.842 eV
- <S²>: 0.762
- LUMO (alpha / beta): 0.06 / -0.65 eV
- Energy: -2856.59334 Eh

ORCA calculation (wB97M-V/def2-TZVPD) on a structure of composition C26H28N10O4SSeY.

```
71
Properties=species:S:1:pos:R:3:forces:R:3
Y -0.546053 -0.752972 0.516142 0.19 0.38 0.09
N 0.874858 -2.694626 1.326805 0.03 -0.05 -0.01
C 1.827628 -3.357029 0.433537 -0.01 0.02 -0.08
C 2.512619 -2.334788 -0.467355 -0.09 0.01 0.10
N 1.552896 -1.403833 -1.107156 0.08 -0.16 -0.12
C 1.054584 -1.935610 -2.398313 -0.09 -0.03 0.09
C 0.027909 -3.052786 -2.211681 0.06 0.05 0.00
N -0.926614 -2.708630 -1.148729 0.14 -0.05 0.04
H 0.131255 -3.329297 1.621152 -0.02 0.01 -0.01
H 1.322684 -2.392615 2.185353 -0.03 -0.03 0.04
H 2.595634 -3.917815 0.970893 0.01 0.00 0.03
H 1.279188 -4.082600 -0.160756 0.02 -0.04 0.02
H 3.203410 -1.748801 0.140386 0.02 0.03 -0.04
H 3.114940 -2.854461 -1.219325 0.02 0.00 -0.02
H 2.060902 -0.551665 -1.321818 -0.01 0.01 -0.01
H 0.585872 -1.116358 -2.939966 0.02 0.06 0.00
H 1.883343 -2.301789 -3.013693 0.01 0.00 -0.01
H -0.474978 -3.210366 -3.167388 -0.02 -0.01 0.00
H 0.527523 -3.991690 -1.983014 -0.01 -0.02 0.01
H -1.853221 -2.536706 -1.517183 -0.02 0.01 0.03
H -1.081254 -3.470059 -0.484468 -0.06 -0.01 -0.01
S 1.749055 3.658134 -5.946585 0.08 -0.04 -0.07
N 2.277461 3.781739 -4.431366 -0.02 0.16 0.06
C 1.509326 3.000582 -3.692320 -0.09 -0.24 -0.09
C 1.604440 2.830188 -2.255873 0.03 0.00 -0.02
C 2.470434 3.592457 -1.468682 0.00 0.01 -0.04
C 2.429827 3.425821 -0.108045 0.01 0.01 -0.01
C 1.579676 2.455145 0.422892 0.00 -0.05 0.11
N 0.799139 1.670346 -0.303346 -0.12 0.01 -0.39
C 0.764836 1.899787 -1.636721 -0.01 -0.02 0.15
C -0.273139 1.203658 -2.419067 -0.01 0.08 -0.02
N -1.125815 0.415919 -1.747248 -0.20 -0.22 0.34
C -2.166221 -0.109992 -2.384333 0.02 0.01 -0.03
C -2.378036 0.059700 -3.748689 -0.07 -0.01 -0.06
C -1.481951 0.818466 -4.464281 0.07 0.06 -0.05
C -0.416925 1.424783 -3.793604 -0.06 -0.06 0.02
C 0.525456 2.308368 -4.446724 0.10 0.18 0.16
N 0.555460 2.599694 -5.735480 -0.07 -0.04 -0.06
H 3.121855 4.314258 -1.943851 0.00 0.00 0.01
H 3.041689 4.023300 0.552837 -0.01 -0.01 0.01
H 1.533933 2.314184 1.493011 0.01 -0.02 -0.01
H -2.857574 -0.681523 -1.772195 0.02 -0.01 0.02
H -3.236552 -0.393555 -4.224331 0.01 0.00 0.02
H -1.595082 0.982225 -5.528366 0.00 -0.01 0.01
N -0.929352 0.809082 3.825206 0.00 0.05 -0.07
C 0.392117 0.525912 3.607622 -0.08 -0.05 -0.09
C 1.244715 0.579619 4.729379 0.04 0.00 0.13
C 2.581283 0.334644 4.580805 -0.03 0.00 -0.02
C 3.080543 0.058354 3.302104 0.05 0.00 0.00
C 2.182821 0.017273 2.271979 0.00 0.00 -0.03
N 0.853106 0.213780 2.394784 0.05 -0.03 0.18
C -1.979144 1.101712 2.961756 0.02 -0.01 -0.16
C -3.233513 1.283968 3.544933 -0.13 0.06 0.06
C -4.289629 1.661840 2.750607 0.08 -0.01 -0.01
C -4.072930 1.865957 1.390288 -0.03 0.01 0.00
C -2.815794 1.622554 0.898182 -0.01 0.04 0.02
N -1.771861 1.230171 1.651236 0.08 -0.24 0.08
H -1.199221 0.803252 4.794229 0.01 0.00 0.01
H 0.829159 0.824872 5.698157 0.01 0.00 -0.01
H 3.243745 0.371468 5.435238 -0.02 0.00 0.01
H 4.132527 -0.114124 3.126074 -0.01 0.00 0.00
H 2.522987 -0.176158 1.262194 0.00 -0.01 -0.01
H -3.366290 1.109760 4.604727 -0.01 0.01 -0.01
H -5.273824 1.793481 3.178952 0.01 -0.01 0.01
H -4.871680 2.169833 0.729887 0.01 0.00 0.00
H -2.613581 1.719494 -0.160624 0.02 0.01 0.01
O -3.944617 -2.296698 2.756689 -0.39 0.07 0.29
Se -2.644704 -2.406170 1.856924 0.11 0.15 -0.70
O -1.302101 -1.651262 2.496671 0.35 0.23 0.29
O -2.705454 -1.430894 0.463954 -0.10 0.03 -0.07
O -2.153727 -3.870906 1.376996 0.11 -0.30 -0.11
```
Positions in Å, forces in eV/Å.

Results
- Net charge: +1
- Gap between HOMO and LUMO: 7.50 eV
- HOMO energy: -10.958 eV
- LUMO: -3.46 eV
- Energy: -4694.07614 Eh

ORCA calculation (wB97M-V/def2-TZVPD) on the molecule C26H28N2O4S.

```
61
Properties=species:S:1:pos:R:3:forces:R:3
C 2.775362 -1.350142 2.471014 0.03 -0.16 0.05
C 2.884566 -2.816326 2.054584 -0.05 0.26 0.00
C 2.839422 -3.022211 0.564809 -0.04 -0.05 0.04
C 3.992676 -3.378710 -0.116950 -0.07 -0.01 -0.08
C 3.981185 -3.661499 -1.472356 0.08 -0.03 -0.09
C 2.781680 -3.646012 -2.159815 0.06 0.02 -0.02
C 1.618276 -3.284991 -1.505748 -0.05 -0.11 0.14
C 1.643862 -2.913681 -0.162614 0.47 -0.14 -0.52
N 0.484065 -2.507897 0.495271 0.08 0.10 0.32
C -0.739145 -2.165676 -0.009736 -0.24 -0.05 0.15
S -2.061387 -2.647417 0.877404 -0.45 -0.32 0.46
N -0.835742 -1.420926 -1.130755 0.35 -0.26 0.17
C 0.245606 -0.595934 -1.635682 0.35 0.05 -0.21
C 0.949423 0.222514 -0.586209 0.09 0.13 0.07
C 2.329042 0.385756 -0.649444 -0.16 -0.01 -0.04
C 2.976479 1.203156 0.253852 -0.03 0.27 0.21
C 2.252922 1.860706 1.246761 -0.15 -0.17 -0.23
C 2.985862 2.715499 2.203485 0.57 0.15 0.12
O 4.181974 2.874847 2.202913 -0.03 -0.03 -0.03
O 2.190812 3.315949 3.102965 -0.47 0.13 0.24
C 0.872613 1.689228 1.320893 0.18 0.06 0.01
C 0.229402 0.878963 0.406568 -0.01 -0.05 -0.07
C -2.130571 -1.228223 -1.773631 -0.40 -0.01 -0.16
C -2.684875 0.148750 -1.522185 0.05 0.05 -0.26
C -2.620129 1.143322 -2.477823 -0.02 -0.28 0.11
C -3.081847 2.423367 -2.195800 -0.11 0.31 0.12
C -3.607155 2.726999 -0.952958 -0.06 0.08 0.13
O -4.076212 3.946482 -0.573124 0.05 -0.43 0.18
C -4.040475 4.996218 -1.505934 0.02 0.18 -0.18
C -3.685794 1.711122 0.028974 0.00 0.11 -0.02
O -4.219090 2.082445 1.222112 0.08 0.21 -0.40
C -4.338428 1.104654 2.227814 -0.01 -0.19 0.19
C -3.226471 0.442725 -0.270713 -0.27 0.20 0.20
H 2.810373 -1.266858 3.554872 -0.01 0.06 0.11
H 3.600677 -0.777891 2.055370 0.05 0.06 -0.01
H 1.845900 -0.909665 2.120545 -0.07 0.11 -0.04
H 3.826819 -3.218884 2.431477 -0.09 -0.11 -0.01
H 2.078841 -3.387056 2.528412 0.07 -0.08 0.07
H 4.921420 -3.445769 0.430993 0.08 -0.01 0.10
H 4.896700 -3.927279 -1.978065 0.09 -0.04 -0.04
H 2.744437 -3.925027 -3.202352 -0.01 -0.02 -0.08
H 0.670269 -3.337966 -2.021030 -0.07 0.08 -0.05
H 0.420093 -2.811012 1.460177 -0.16 0.07 -0.21
H 0.985101 -1.198576 -2.176787 -0.15 0.20 0.00
H -0.206569 0.101756 -2.347224 0.06 -0.12 0.05
H 2.894745 -0.129281 -1.412194 0.07 -0.10 -0.09
H 4.045456 1.346383 0.210523 0.10 0.00 0.01
H 2.727048 3.859833 3.700535 0.14 -0.17 -0.24
H 0.312129 2.197877 2.089160 -0.06 0.04 0.06
H -0.842874 0.760334 0.454837 -0.08 -0.02 0.03
H -1.998769 -1.394952 -2.847994 0.00 0.04 0.05
H -2.808950 -1.985515 -1.375519 0.15 0.08 -0.17
H -2.225685 0.934190 -3.462217 0.06 -0.05 -0.09
H -3.022318 3.178070 -2.963473 -0.02 0.12 -0.03
H -4.644996 4.771089 -2.391156 0.04 0.00 0.03
H -3.015379 5.226758 -1.815911 -0.05 -0.02 0.00
H -4.462825 5.858855 -0.993119 0.04 -0.03 -0.08
H -4.789274 1.612953 3.078420 0.03 -0.07 -0.03
H -4.984983 0.279438 1.913532 0.04 0.02 -0.01
H -3.362761 0.703667 2.521025 -0.02 -0.01 -0.04
H -3.282531 -0.348531 0.459214 0.01 -0.05 0.11
```
Positions in Å, forces in eV/Å.

Results
- Gap between HOMO and LUMO: 8.37 eV
- SMILES: CCc1ccccc1NC(=S)N(Cc1ccc(C(=O)O)cc1)Cc1ccc(OC)c(OC)c1
- HOMO energy: -8.013 eV
- LUMO: 0.36 eV
- Energy: -1816.24688 Eh

ORCA calculation (wB97M-V/def2-TZVPD) on the molecule C26H28N2O5S at a distorted geometry.

```
62
Properties=species:S:1:pos:R:3:forces:R:3
C 0.166632 1.232503 -5.207342 -0.05 -0.08 -0.19
O 0.502598 1.594148 -3.885251 0.16 -0.12 0.01
C 1.129750 0.685298 -3.106002 -0.02 -0.16 -0.09
C 1.404972 -0.634643 -3.461907 -0.18 0.25 -0.18
C 2.068785 -1.471454 -2.582253 0.07 0.12 0.21
C 2.484973 -1.031520 -1.331495 0.04 0.23 -0.20
C 3.181402 -1.961088 -0.382332 -0.24 -0.29 0.01
C 2.118630 -2.749219 0.388449 0.63 0.29 -0.14
O 1.882634 -3.917984 0.179153 -0.09 -0.43 -0.16
N 1.474118 -2.007775 1.311307 -0.23 0.11 0.49
C 0.343812 -2.516350 2.066649 -0.04 -0.13 -0.17
C -0.910728 -1.801522 1.612764 -0.06 -0.08 -0.06
C -1.779535 -2.404640 0.714396 0.08 0.00 0.08
C -2.915352 -1.739312 0.286358 -0.09 0.00 -0.08
C -3.190743 -0.465310 0.752041 -0.08 0.01 -0.04
C -2.319348 0.148179 1.637037 0.02 0.06 0.01
C -1.181165 -0.513872 2.060646 -0.02 -0.04 -0.04
C 0.547837 -2.398164 3.561242 0.13 -0.04 0.04
C 1.779324 -2.075779 4.112489 -0.04 -0.03 -0.10
C 1.931230 -1.987271 5.485986 0.03 0.02 0.14
C 0.855233 -2.222961 6.322676 0.09 0.02 0.08
C -0.375136 -2.554460 5.779406 -0.09 -0.05 0.00
C -0.527612 -2.642001 4.408417 0.05 -0.02 0.02
C 2.191804 0.278968 -0.972802 0.06 -0.11 -0.06
C 1.526639 1.115424 -1.841374 -0.25 0.74 0.09
S 1.248783 2.812838 -1.347060 -0.25 -0.19 0.07
O 2.001947 3.680982 -2.201079 -0.21 -0.03 -0.24
O 1.482690 2.876151 0.071464 -0.19 -0.19 -0.09
N -0.374832 3.021532 -1.666465 1.02 -0.07 0.26
C -1.288566 2.748075 -0.583383 -0.42 -0.20 0.35
C -2.681855 2.533570 -1.182106 0.29 -0.21 0.20
O -3.083936 3.630396 -1.966630 -0.16 0.18 0.03
C -2.169772 3.880477 -3.011015 0.31 0.10 -0.01
C -0.773506 4.163668 -2.457201 -0.12 0.25 -0.44
H 1.050126 0.929374 -5.776491 -0.03 0.01 0.03
H -0.575439 0.427770 -5.227511 0.04 0.04 0.01
H -0.259247 2.128202 -5.656359 0.01 -0.08 -0.01
H 1.111008 -1.017670 -4.426047 -0.05 0.01 -0.10
H 2.271464 -2.490375 -2.876580 0.02 -0.12 -0.04
H 3.803639 -1.402416 0.316844 0.06 0.00 0.00
H 3.796725 -2.677357 -0.926228 -0.02 0.02 0.11
H 1.647929 -1.015886 1.365943 0.04 -0.06 -0.09
H 0.275496 -3.580083 1.801756 -0.01 0.25 0.02
H -1.565954 -3.400659 0.354808 0.04 -0.12 -0.03
H -3.590888 -2.220069 -0.405740 -0.06 -0.04 -0.06
H -4.085485 0.046037 0.429852 -0.09 0.05 -0.03
H -2.530171 1.141285 2.004847 -0.02 0.12 0.04
H -0.507204 -0.036536 2.757665 0.05 0.06 0.12
H 2.629168 -1.903183 3.468838 0.05 0.01 -0.05
H 2.895403 -1.734351 5.901997 0.07 0.02 0.04
H 0.974639 -2.152973 7.393535 0.01 0.01 0.09
H -1.218417 -2.746113 6.426337 -0.07 -0.02 0.05
H -1.487848 -2.900046 3.985498 -0.11 0.00 -0.02
H 2.491443 0.696953 -0.023459 0.08 -0.03 0.17
H -0.948652 1.850469 -0.066474 -0.19 0.00 0.10
H -1.312063 3.584581 0.129918 -0.01 -0.10 -0.01
H -3.429126 2.436291 -0.393828 0.08 -0.08 -0.01
H -2.668919 1.618473 -1.793831 -0.03 0.03 0.07
H -2.557742 4.743652 -3.553709 0.10 -0.06 -0.02
H -2.121787 3.008830 -3.679631 0.00 0.05 -0.01
H -0.039989 4.282275 -3.252303 -0.14 0.15 -0.09
H -0.799815 5.076638 -1.844433 0.01 -0.05 -0.09
```
Positions in Å, forces in eV/Å.

Results
- Gap between HOMO and LUMO: 9.38 eV
- SMILES: COc1ccc(CC(=O)NC(c2ccccc2)c2ccccc2)cc1S(=O)(=O)N1CCOCC1
- HOMO energy: -8.856 eV
- LUMO: 0.52 eV
- Energy: -1891.45824 Eh

- Look up the energy of the third one.
  -1816.24688 Eh